1.
{"formula": "C33H57FFeN2O2Si", "method": "ωB97M-V/def2-TZVPD", "s_squared": 8.770, "gap_ha": [0.304, 0.223], "largest_force_ev_per_a": 2.90, "relative_energy_kcal_mol": 12.8, "multiplicity": 6, "charge": 1, "symbols": ["O", "O", "C", "C", "H", "H", "H", "H", "H", "C", "C", "H", "H", "H", "H", "H", "C", "C", "C", "H", "H", "H", "H", "H", "C", "H", "H", "H", "H", "H", "H", "N", "C", "C", "C", "C", "H", "H", "H", "C", "H", "H", "H", "N", "C", "C", "C", "C", "H", "C", "H", "C", "H", "C", "C", "C", "C", "C", "C", "H", "C", "H", "C", "H", "C", "C", "Fe", "H", "H", "H", "H", "H", "H", "H", "H", "H", "H", "H", "H", "H", "C", "Si", "H", "H", "C", "C", "C", "H", "H", "H", "H", "H", "H", "H", "H", "H", "F"], "positions_angstrom": [[0.912, -1.438, -0.008], [0.982, -0.104, -3.999], [2.314, -1.569, 0.234], [2.780, -2.714, 1.094], [2.576, -0.620, 0.692], [2.812, -1.605, -0.747], [2.339, -2.682, 2.095], [3.868, -2.655, 1.215], [2.547, -3.678, 0.637], [0.207, -2.674, -0.170], [0.360, -3.273, -1.559], [-0.848, -2.432, 0.019], [0.538, -3.408, 0.586], [0.410, -2.490, -2.327], [-0.484, -3.930, -1.774], [1.262, -3.887, -1.624], [-0.119, 0.454, -4.787], [1.889, -0.882, -4.814], [-1.411, -0.309, -4.597], [0.152, 0.471, -5.863], [-0.227, 1.492, -4.441], [-1.299, -1.350, -4.905], [-2.188, 0.137, -5.226], [-1.742, -0.275, -3.552], [1.260, -2.045, -5.548], [2.655, -1.236, -4.121], [2.378, -0.208, -5.530], [0.659, -2.681, -4.893], [2.037, -2.666, -5.995], [0.625, -1.682, -6.359], [1.463, 0.557, -1.742], [-0.925, -0.741, 3.457], [-1.750, -0.199, 4.374], [-2.475, 0.980, 4.186], [-2.547, 1.750, 3.023], [-1.945, -0.964, 5.656], [-1.001, -1.382, 6.048], [-2.649, -1.799, 5.537], [-2.360, -0.290, 6.420], [-3.465, 2.925, 2.981], [-4.187, 2.879, 2.159], [-2.917, 3.867, 2.872], [-4.025, 2.962, 3.917], [-1.794, 1.489, 1.948], [-0.535, -2.120, 3.566], [0.712, -2.490, 4.129], [1.689, -1.469, 4.637], [1.002, -3.846, 4.315], [1.972, -4.124, 4.749], [0.066, -4.838, 4.015], [0.309, -5.890, 4.182], [-1.168, -4.460, 3.488], [-1.912, -5.230, 3.258], [-1.494, -3.118, 3.294], [-2.901, -2.761, 2.918], [-1.985, 2.095, 0.662], [-1.244, 3.230, 0.286], [-0.149, 3.733, 1.185], [-1.471, 3.818, -0.964], [-0.923, 4.733, -1.219], [-2.359, 3.220, -1.872], [-2.541, 3.685, -2.839], [-2.969, 2.006, -1.547], [-3.623, 1.486, -2.257], [-2.748, 1.407, -0.300], [-3.237, 0.019, -0.013], [-0.271, 0.456, 2.094], [2.492, -1.283, 3.915], [2.166, -1.835, 5.557], [1.213, -0.512, 4.864], [-2.946, -1.823, 2.361], [-3.540, -2.649, 3.804], [-3.353, -3.545, 2.299], [0.200, 4.706, 0.817], [0.709, 3.034, 1.224], [-0.473, 3.870, 2.227], [-3.673, -0.084, 0.994], [-2.420, -0.722, -0.100], [-4.014, -0.262, -0.734], [-3.143, 1.273, 4.996], [1.379, 1.650, -1.617], [2.613, 2.655, -2.670], [0.333, 1.916, -1.846], [1.564, 1.822, -0.554], [4.351, 1.939, -2.928], [2.865, 4.333, -1.853], [2.143, 3.235, -4.401], [3.050, 3.734, -4.778], [1.342, 3.985, -4.368], [1.869, 2.434, -5.096], [4.918, 1.868, -1.985], [4.886, 2.642, -3.588], [4.357, 0.954, -3.417], [2.935, 4.256, -0.763], [2.045, 5.015, -2.113], [3.801, 4.759, -2.241], [1.444, 1.001, 1.658]]}



2.
{"formula": "C33H57FN2O2SiTi", "method": "ωB97M-V/def2-TZVPD", "s_squared": 0.759, "gap_ha": [0.259, 0.317], "largest_force_ev_per_a": 1.94, "multiplicity": 2, "charge": 1, "symbols": ["O", "O", "C", "C", "H", "H", "H", "H", "H", "C", "C", "H", "H", "H", "H", "H", "C", "C", "C", "H", "H", "H", "H", "H", "C", "H", "H", "H", "H", "H", "H", "N", "C", "C", "C", "C", "H", "H", "H", "C", "H", "H", "H", "N", "C", "C", "C", "C", "H", "C", "H", "C", "H", "C", "C", "C", "C", "C", "C", "H", "C", "H", "C", "H", "C", "C", "Ti", "H", "H", "H", "H", "H", "H", "H", "H", "H", "H", "H", "H", "H", "C", "Si", "H", "H", "C", "C", "C", "H", "H", "H", "H", "H", "H", "H", "H", "H", "F"], "positions_angstrom": [[0.690, -2.457, -1.213], [-1.231, -1.676, -3.479], [2.043, -2.533, -1.906], [2.939, -3.331, -1.003], [2.362, -1.499, -2.040], [1.841, -2.989, -2.875], [3.045, -2.841, -0.027], [3.939, -3.425, -1.436], [2.556, -4.347, -0.841], [-0.187, -3.673, -1.084], [-0.137, -4.575, -2.283], [-1.188, -3.272, -0.906], [0.185, -4.172, -0.190], [-0.547, -4.093, -3.178], [-0.768, -5.442, -2.050], [0.863, -4.975, -2.494], [-2.642, -1.634, -3.235], [-0.747, -1.137, -4.704], [-3.291, -2.974, -3.494], [-3.114, -0.838, -3.830], [-2.739, -1.378, -2.167], [-3.267, -3.245, -4.558], [-4.344, -2.930, -3.207], [-2.805, -3.763, -2.906], [-1.049, -2.006, -5.907], [0.337, -1.060, -4.557], [-1.152, -0.127, -4.849], [-0.723, -3.043, -5.746], [-0.510, -1.614, -6.772], [-2.114, -1.994, -6.170], [0.298, -1.531, -1.064], [1.607, 1.085, 2.055], [1.477, 2.350, 2.511], [0.306, 3.089, 2.313], [-0.999, 2.637, 2.096], [2.664, 2.937, 3.189], [3.546, 2.941, 2.532], [2.916, 2.419, 4.123], [2.435, 3.975, 3.437], [-2.153, 3.580, 2.144], [-2.835, 3.368, 2.978], [-2.725, 3.550, 1.206], [-1.780, 4.599, 2.271], [-1.326, 1.319, 1.942], [2.767, 0.281, 2.340], [3.811, 0.210, 1.405], [3.732, 0.922, 0.091], [4.937, -0.557, 1.715], [5.723, -0.650, 0.966], [5.037, -1.184, 2.956], [5.927, -1.759, 3.195], [4.009, -1.083, 3.890], [4.068, -1.580, 4.861], [2.864, -0.345, 3.592], [1.749, -0.234, 4.585], [-2.627, 0.836, 2.305], [-3.602, 0.641, 1.315], [-3.305, 0.934, -0.123], [-4.895, 0.282, 1.706], [-5.646, 0.129, 0.929], [-5.204, 0.120, 3.054], [-6.214, -0.160, 3.347], [-4.230, 0.326, 4.033], [-4.456, 0.199, 5.093], [-2.937, 0.707, 3.668], [-1.898, 0.991, 4.705], [0.107, 0.365, 1.040], [3.301, 0.285, -0.695], [4.742, 1.192, -0.248], [3.150, 1.851, 0.137], [1.490, 0.809, 4.824], [2.059, -0.710, 5.519], [0.840, -0.755, 4.251], [-3.993, 0.365, -0.764], [-2.281, 0.667, -0.425], [-3.453, 2.001, -0.367], [-1.032, 0.323, 4.637], [-2.341, 0.843, 5.697], [-1.541, 2.029, 4.675], [0.420, 4.161, 2.461], [0.244, 0.507, -1.010], [0.434, 2.130, -1.936], [1.182, -0.056, -1.207], [-0.617, -0.012, -1.456], [1.633, 1.827, -3.354], [1.057, 3.576, -0.953], [-1.211, 2.577, -2.711], [-1.734, 1.696, -3.106], [-1.001, 3.255, -3.550], [-1.866, 3.091, -1.995], [2.577, 1.397, -2.992], [1.838, 2.801, -3.821], [1.189, 1.153, -4.100], [1.962, 3.369, -0.374], [0.304, 3.977, -0.266], [1.313, 4.363, -1.677], [-0.057, -1.379, 1.512]]}



3.
{"formula": "C33H57FeN13", "method": "ωB97M-V/def2-TZVPD", "s_squared": 0.768, "gap_ha": [0.204, 0.199], "largest_force_ev_per_a": 0.27, "multiplicity": 2, "charge": 3, "symbols": ["Fe", "C", "N", "C", "C", "N", "C", "C", "N", "C", "C", "N", "C", "N", "C", "C", "N", "C", "C", "C", "C", "N", "C", "N", "C", "C", "N", "C", "C", "N", "C", "C", "H", "H", "H", "H", "H", "H", "H", "H", "H", "H", "H", "H", "H", "H", "H", "H", "H", "H", "H", "H", "H", "H", "H", "H", "H", "H", "H", "H", "H", "H", "H", "H", "H", "H", "H", "H", "H", "H", "H", "H", "H", "H", "H", "H", "H", "H", "H", "H", "N", "C", "C", "C", "C", "C", "C", "N", "C", "C", "C", "C", "N", "C", "C", "H", "H", "H", "H", "H", "H", "H", "H", "H"], "positions_angstrom": [[-0.126, 1.084, -0.388], [2.521, 0.755, 3.413], [2.464, 0.603, 1.959], [3.154, -0.601, 1.484], [2.515, 1.726, 1.160], [1.764, 1.773, 0.055], [2.333, 2.540, -1.071], [1.591, 2.145, -2.329], [0.141, 2.191, -2.024], [-0.730, 1.597, -3.071], [-2.075, 1.326, -2.429], [-1.822, 0.511, -1.232], [-2.830, -0.276, -0.817], [-2.543, -1.527, -0.347], [-1.953, -2.492, -1.283], [-3.351, -2.152, 0.699], [-4.105, 0.128, -0.864], [-5.220, -0.790, -1.117], [-4.499, 1.519, -0.694], [-0.275, 3.618, -1.793], [-0.376, 3.901, -0.314], [-0.961, 2.711, 0.288], [-1.816, 2.807, 1.304], [-1.995, 1.733, 2.100], [-1.065, 0.630, 2.050], [-3.229, 1.484, 2.842], [-2.540, 3.918, 1.576], [-3.179, 4.737, 0.551], [-2.728, 4.403, 2.946], [3.348, 2.714, 1.527], [4.602, 2.438, 2.238], [3.121, 4.136, 1.306], [1.914, -0.031, 3.864], [2.115, 1.722, 3.707], [3.532, 0.658, 3.812], [2.697, -1.490, 1.911], [4.201, -0.587, 1.802], [3.119, -0.655, 0.399], [3.395, 2.312, -1.186], [2.263, 3.620, -0.939], [1.856, 1.135, -2.623], [1.825, 2.811, -3.162], [-0.285, 0.664, -3.412], [-0.806, 2.271, -3.928], [-2.716, 0.788, -3.131], [-2.577, 2.269, -2.201], [-1.324, -1.980, -2.004], [-2.745, -3.025, -1.816], [-1.363, -3.224, -0.737], [-3.860, -1.393, 1.288], [-2.684, -2.717, 1.352], [-4.093, -2.848, 0.304], [-4.855, -1.738, -1.497], [-5.858, -0.343, -1.880], [-5.815, -0.952, -0.218], [-4.801, 1.976, -1.638], [-3.676, 2.078, -0.259], [-5.352, 1.553, -0.015], [-1.247, 3.765, -2.259], [0.427, 4.282, -2.298], [-0.945, 4.809, -0.146], [0.606, 4.063, 0.115], [-0.041, 0.984, 1.873], [-1.382, -0.117, 1.309], [-1.028, 0.123, 3.015], [-4.004, 2.176, 2.525], [-3.078, 1.582, 3.917], [-3.565, 0.468, 2.635], [-3.074, 4.282, -0.431], [-2.766, 5.747, 0.528], [-4.244, 4.817, 0.779], [-2.164, 3.795, 3.647], [-3.781, 4.397, 3.228], [-2.361, 5.428, 3.008], [4.856, 1.386, 2.183], [4.546, 2.755, 3.280], [5.397, 3.002, 1.749], [3.702, 4.524, 0.469], [3.432, 4.667, 2.206], [2.066, 4.335, 1.158], [2.657, -5.361, -2.260], [2.988, -6.643, -1.891], [3.561, -7.705, -2.595], [3.750, -8.866, -1.885], [3.389, -8.984, -0.522], [2.828, -7.940, 0.166], [2.624, -6.742, -0.537], [2.091, -5.555, -0.106], [2.125, -4.759, -1.148], [1.640, -3.400, -1.074], [1.127, -2.934, 0.143], [0.677, -1.644, 0.248], [0.673, -0.758, -0.770], [1.145, -1.216, -1.943], [1.637, -2.487, -2.135], [2.790, -4.965, -3.174], [3.842, -7.626, -3.636], [4.190, -9.720, -2.381], [3.565, -9.925, -0.020], [2.550, -8.022, 1.207], [1.111, -3.599, 0.996], [0.328, -1.291, 1.206], [1.118, -0.545, -2.784], [2.002, -2.751, -3.118]]}